*w*
33
Properties=species:S:1:pos:R:3:lowdin_charge:R:1 method="wB97M-V/def2-TZVPD" e_homo_ev=-9.2790 smiles="[H]/N=C(/N)NCCC[C@H](N)C(=O)NCC(=O)O" homo_lumo_gap_ev=9.88
C -1.844 -1.216 0.021 -0.23
C -1.804 0.121 0.660 -0.46
C -0.464 -1.673 -0.712 -0.12
C 0.426 -2.508 0.310 -0.17
C 1.127 -1.513 1.335 -0.12
C 2.667 0.055 -0.128 -0.57
C -1.749 2.441 0.226 -0.11
C -0.284 2.657 0.037 -0.52
H -3.887 -0.752 -0.943 0.10
H -2.553 -1.018 -1.898 0.06
H -2.028 -1.892 0.816 0.11
H -0.006 -0.707 -1.062 0.11
H -0.672 -2.292 -1.542 0.08
H 1.125 -3.349 -0.327 0.16
H -0.247 -3.209 0.804 0.08
H 2.004 -2.099 1.801 0.13
H 0.373 -1.127 2.031 0.09
H 0.996 0.594 0.988 0.10
H 3.368 -1.696 -0.188 0.08
H 3.519 1.708 -1.345 0.17
H 3.042 2.066 0.361 0.14
H -2.362 1.046 -1.125 0.13
H -2.228 3.242 -0.283 0.13
H -1.872 2.565 1.355 0.16
H 1.373 2.144 -1.013 0.14
N -3.011 -1.397 -1.038 0.01
N 1.505 -0.193 0.601 0.03
N 3.635 -0.669 -0.381 0.12
N 2.789 1.473 -0.514 0.03
N -2.282 1.141 -0.123 0.07
O -1.285 0.475 1.703 0.06
O 0.357 3.635 0.518 0.02
O 0.272 1.944 -0.946 -0.01

---

*x*
33
Properties=species:S:1:pos:R:3:lowdin_charge:R:1 method="wB97M-V/def2-TZVPD" e_homo_ev=-9.2700 homo_lumo_gap_ev=9.59
C 0.094 -0.166 0.094 -0.37
C -0.086 -0.932 1.375 -0.48
C -0.463 -1.045 -1.129 -0.11
C -0.326 -0.341 -2.586 -0.18
C -1.204 0.908 -2.858 -0.20
C 0.448 2.600 -3.878 -0.60
C -1.180 -2.080 3.210 -0.03
C -0.292 -1.602 4.319 -0.59
H 1.801 0.682 -0.898 0.06
H 2.186 -0.230 0.648 0.19
H -0.811 0.535 0.193 0.14
H -1.566 -1.181 -0.868 0.13
H 0.126 -1.935 -1.168 0.09
H -0.368 -1.191 -3.267 0.09
H 0.767 -0.004 -2.767 0.11
H -1.481 1.524 -1.966 0.11
H -2.182 0.505 -3.259 0.12
H -0.665 1.436 -4.911 0.14
H 2.027 3.293 -4.754 0.05
H 0.289 3.223 -1.835 0.09
H 1.793 3.399 -2.757 0.09
H -1.805 -0.117 2.349 0.23
H -0.731 -3.037 2.771 0.16
H -2.263 -2.345 3.264 0.14
H 1.209 -1.555 3.128 0.07
N 1.399 0.411 0.017 0.03
N -0.804 1.904 -3.954 0.00
N 1.210 2.655 -4.905 0.08
N 0.872 2.989 -2.617 0.12
N -1.132 -0.981 2.145 0.10
O 0.907 -1.592 1.713 0.01
O -0.784 -1.462 5.405 0.10
O 0.990 -1.433 4.134 0.11

---

Ordering by calculated energy gives the sequence *w*, *x*, with the first entry being the most stable.